# 1
Formula: C8H18FP
Source: the OMol25 dataset
Level of theory: ωB97M-V/def2-TZVPD

Properties
* total energy: -20589.3501 eV
* total charge: 0
* ΔE to the lowest compared entry with this formula, charge and spin: 104.5 kcal/mol
* Kohn-Sham gap (alpha / beta): 7.34 / 7.27 eV
* M: 164.20 g/mol

Last column: Löwdin charge in e.
Element x y z (Å)
C1 1.38 -0.38 1.83  -0.319
C2 0.99 -3.72 1.20  -0.135
C3 -1.60 3.40 -0.32  -0.075
C4 -0.29 -2.95 1.43  -0.357
C5 0.80 2.86 -0.45  -0.245
C6 -0.56 -2.01 0.28  -0.363
C7 -0.68 1.02 -1.12  -0.032
C8 -0.52 2.29 -0.20  -0.467
F1 1.80 1.90 -0.23  -0.093
P1 0.80 -0.74 0.32  0.919
H1 2.42 -0.29 2.04  -0.009
H2 0.71 -0.36 2.68  -0.005
H3 0.88 -4.29 0.23  0.095
H4 1.85 -3.07 1.34  0.050
H5 1.24 -4.52 1.88  0.060
H6 -2.72 3.03 -0.39  0.116
H7 -1.37 3.97 -1.24  0.069
H8 -1.48 4.06 0.52  0.056
H9 -0.33 -2.26 2.32  0.101
H10 -1.18 -3.58 1.53  0.103
H11 0.73 3.24 -1.45  0.116
H12 0.98 3.66 0.23  0.117
H13 -0.62 -2.50 -0.72  0.097
H14 -1.45 -1.45 0.43  0.056
H15 -0.08 0.92 -1.96  0.010
H16 -1.65 0.64 -1.13  0.006
H17 -0.47 1.90 0.92  0.146
H18 1.93 -1.14 -0.28  -0.017

=====

# 2
Formula: C8H18N2Si
Source: the OMol25 dataset
Level of theory: ωB97M-V/def2-TZVPD

Properties
* total energy: -19440.4780 eV
* total charge: 0
* SMILES string: C=C/[Si](=C\C)N(C)C.C=NC
* ΔE to the lowest compared entry with this formula, charge and spin: 106.7 kcal/mol
* Kohn-Sham gap: 8.06 eV
* M: 170.33 g/mol

Last column: Löwdin charge in e.
Element x y z (Å)
C1 2.75 -1.15 -1.88  -0.174
C2 1.55 -1.75 1.72  -0.088
C3 1.63 -0.13 -1.59  -0.288
C4 1.52 -0.41 1.66  -0.212
C5 -2.16 -1.51 0.73  -0.181
C6 -2.74 -0.84 -1.44  -0.017
C7 -0.99 1.85 1.25  -0.174
C8 0.16 2.96 -0.48  -0.128
N1 -2.25 -0.58 -0.30  -0.089
N2 0.14 1.80 0.35  -0.325
Si1 1.09 0.41 -0.02  0.727
H1 3.55 -0.63 -2.51  0.100
H2 3.17 -1.30 -0.99  -0.012
H3 1.83 -2.27 2.55  0.017
H4 1.37 -2.43 0.92  0.049
H5 1.34 0.24 -2.46  -0.041
H6 1.71 0.02 2.67  0.064
H7 -2.88 -1.33 1.41  0.029
H8 -2.22 -2.67 0.54  0.115
H9 -1.11 -1.36 1.25  0.084
H10 2.29 -1.98 -2.23  0.026
H11 -3.15 -1.82 -1.67  0.078
H12 -2.95 -0.09 -2.06  0.024
H13 -2.02 1.86 0.82  0.086
H14 -1.13 1.03 1.95  0.061
H15 -1.01 2.59 1.99  0.059
H16 -0.72 2.92 -1.00  0.048
H17 0.21 3.83 0.06  0.052
H18 1.03 2.74 -1.23  0.111

=====

# 3
Formula: C8H18N3
Source: the OMol25 dataset
Level of theory: ωB97M-V/def2-TZVPD

Properties
* total energy: -13049.7410 eV
* total charge: +1
* SMILES string: CC[C@@]1(N)CN=C[C@]1(C)[NH2+]C
* ΔE to the lowest compared entry with this formula, charge and spin: 36.5 kcal/mol
* Kohn-Sham gap: 10.77 eV
* M: 156.25 g/mol

Last column: Löwdin charge in e.
Element x y z (Å)
C1 -1.54 0.73 1.05  -0.113
C2 0.37 -0.05 1.92  -0.136
C3 -0.66 0.60 -0.23  -0.335
C4 0.55 -0.41 0.43  -0.340
C5 -0.33 1.96 -0.79  0.025
C6 3.10 -0.26 0.62  -0.078
C7 -2.82 -0.30 -1.30  0.027
C8 1.88 -0.11 -0.23  -0.226
N1 -0.94 0.49 2.11  0.065
N2 0.24 -1.82 0.09  0.081
N3 -1.31 -0.28 -1.23  0.014
H1 -2.59 1.14 1.07  0.146
H2 0.24 -0.89 2.60  0.133
H3 1.03 0.69 2.44  0.148
H4 -0.59 1.84 -1.87  0.107
H5 0.75 2.18 -0.66  0.095
H6 -1.00 2.71 -0.38  0.099
H7 3.86 0.13 0.05  0.047
H8 3.35 -1.39 0.87  0.122
H9 2.99 0.18 1.67  0.098
H10 -3.25 -0.80 -0.31  0.161
H11 -3.31 0.59 -1.47  0.081
H12 -2.99 -0.93 -2.04  0.044
H13 1.98 -0.62 -1.26  0.160
H14 1.95 0.87 -0.48  0.046
H15 0.91 -2.41 -0.38  0.109
H16 0.03 -2.40 0.90  0.114
H17 -0.99 -0.14 -2.16  0.144
H18 -0.90 -1.29 -1.01  0.162